Entry 1:
The following is a quantum chemistry calculation of a structure of composition C35H45BiCl4N3O10S3SeSi, from the OMol25 dataset.

CARTESIAN COORDINATES (ANGSTROEM)
Bi1 0.056911 0.371935 -0.595532
O1 -1.890069 1.500960 -1.564042
S1 -2.343182 2.559638 -0.622145
O2 -2.777876 3.754938 -1.298251
O3 -1.340428 2.741945 0.413305
C1 -3.841740 1.854393 0.104687
C2 -4.966770 2.658639 -0.005388
C3 -6.212104 2.224537 0.431840
C4 -6.345883 0.961993 0.971006
C5 -5.227010 0.149027 1.095465
C6 -3.977011 0.578897 0.678434
S2 -2.619079 -0.513198 1.125556
O4 -1.811263 0.311784 2.001836
O5 -3.200456 -1.690338 1.715721
O6 -1.910535 -0.849051 -0.149439
H1 -4.850613 3.630017 -0.461995
H2 -7.071767 2.875210 0.334908
H3 -7.311728 0.604521 1.304424
H4 -5.301266 -0.835415 1.534707
C7 6.964508 0.809544 2.743439
C8 5.479363 0.610038 2.855335
C9 4.660814 1.605116 3.377123
C10 3.281743 1.459610 3.388159
C11 2.717540 0.291778 2.905413
C12 3.514321 -0.719888 2.395137
C13 4.887636 -0.556605 2.376516
S3 0.936950 0.165471 2.746777
C14 0.585439 -0.505581 4.377354
O7 0.709116 -0.994406 1.825616
H5 7.296402 1.655345 3.344432
H6 7.239569 1.008401 1.705438
H7 7.510179 -0.077976 3.066899
H8 5.104200 2.525064 3.739141
H9 2.649996 2.266287 3.741308
H10 3.040560 -1.600515 1.979946
H11 5.514157 -1.335377 1.956138
H12 1.084970 -1.470898 4.439833
H13 -0.494396 -0.622537 4.436093
H14 0.944798 0.178101 5.144289
C15 -2.619539 -0.245499 -4.210314
Si1 -1.055016 0.722094 -4.530361
C16 -1.264989 2.574481 -4.399682
C17 -0.359319 0.249995 -6.210881
Se1 0.639497 0.025037 -3.134893
H15 -3.435202 0.104674 -4.847413
H16 -2.920011 -0.136029 -3.170064
H17 -2.450422 -1.303951 -4.415450
H18 -1.793394 2.991397 -5.260285
H19 -0.279461 3.040134 -4.343861
H20 -1.812182 2.832616 -3.494116
H21 -0.993786 0.606578 -7.025473
H22 -0.270623 -0.834700 -6.290787
H23 0.634920 0.675660 -6.344227
C18 3.731001 -4.871662 -5.349590
C19 3.108218 -4.661321 -3.961024
C20 1.822361 -3.849798 -4.164679
C21 2.742625 -6.043474 -3.401592
C22 4.119653 -3.952548 -2.994314
O8 5.350519 -4.699017 -3.014113
C23 4.379294 -2.470651 -3.313670
C24 5.337390 -2.187947 -4.493239
C25 4.817415 -1.164950 -5.469735
C26 4.860365 -1.398169 -6.839151
C27 4.397396 -0.453279 -7.743637
C28 3.886477 0.737486 -7.261749
Cl1 3.295680 1.930869 -8.387310
C29 3.826778 0.994841 -5.901932
C30 4.290798 0.040601 -5.012383
C31 3.728633 -4.058062 -1.500757
N1 2.502816 -3.397838 -1.099528
C32 2.267462 -2.089795 -1.008848
N2 1.000895 -1.906106 -0.687180
C33 0.489784 -3.153564 -0.590813
N3 1.370252 -4.094034 -0.837994
H24 3.079018 -5.527389 -5.929192
H25 4.713934 -5.337511 -5.287854
H26 3.809924 -3.935189 -5.901930
H27 1.135211 -4.437099 -4.777938
H28 2.006374 -2.912490 -4.690937
H29 1.304149 -3.616463 -3.236647
H30 2.175997 -6.596213 -4.152799
H31 2.122798 -5.972806 -2.508463
H32 3.639513 -6.621017 -3.168965
H33 6.072112 -4.103817 -3.232371
H34 4.792108 -1.993311 -2.422841
H35 3.427179 -1.969181 -3.489053
H36 5.572613 -3.099303 -5.042380
H37 6.285502 -1.815636 -4.091887
H38 5.263310 -2.333125 -7.212349
H39 4.428636 -0.638861 -8.808344
H40 3.414812 1.925605 -5.538267
H41 4.236794 0.240809 -3.948225
H42 4.550582 -3.612771 -0.938345
H43 3.637625 -5.097782 -1.201137
H44 3.009145 -1.316194 -1.154104
H45 -0.534184 -3.347711 -0.321563
Cl2 4.490240 3.412267 0.064958
C34 3.498520 2.781001 -1.276748
Cl3 1.930611 3.593136 -1.282820
Cl4 4.333457 3.110829 -2.802834
C35 3.335409 1.232837 -1.022251
O9 4.143555 0.485217 -1.559458
O10 2.395736 0.952681 -0.230772

Cartesian forces (eV/Å) of the 3 atoms listed first:
Bi -0.46 -0.01 0.43
O 0.15 0.03 0.02
S 0.00 -0.04 0.16

Summary:
Charge: -1
Frontier orbital gap in Ha: 0.2997
Molecular weight in u: 1221.795
Largest force on an atom in eV/Å: 0.63
Energy above the lowest of the compared OMol25 structures with the same formula, charge and spin in kcal per mole: 0.0
Lowest unoccupied orbital energy in eV: 2.13

Atom charges from the Löwdin analysis, given in e for atoms 1 to 5:
1 Bi 1.6865
2 O -0.5461
3 S 0.4436
4 O -0.3086
5 O -0.3749

=====

Entry 2:
The following is a quantum chemistry calculation of a structure of composition C35H45ClF3KN2OPS2SbSe2 in a non-equilibrium geometry, from the OMol25 dataset.

CARTESIAN COORDINATES (ANGSTROEM)
K1 -0.544315 -0.117594 0.732056
F1 -0.964795 -6.659807 3.053977
C1 -0.738477 -5.381402 3.493064
F2 -1.938884 -4.935817 3.898373
F3 0.026949 -5.531935 4.605980
C2 -0.083890 -4.564398 2.429133
C3 0.315421 -5.203334 1.270800
C4 0.918645 -4.478482 0.258336
C5 1.091738 -3.121034 0.467326
N1 0.738984 -2.476138 1.571469
C6 0.154498 -3.161461 2.597373
S1 -0.288820 -2.316267 4.008091
H1 0.143989 -6.265677 1.154324
H2 1.224016 -4.938064 -0.671695
H3 1.572140 -2.521317 -0.299854
Se1 3.224952 0.306975 -1.193757
P1 1.942379 -0.696306 -2.614221
Se2 -0.157238 -0.796304 -2.264695
C7 2.574793 -2.406829 -2.875666
C8 3.918395 -2.708589 -2.672309
C9 4.383215 -4.001335 -2.863042
C10 3.510553 -5.005283 -3.258771
C11 2.169341 -4.709824 -3.461712
C12 1.701988 -3.417970 -3.270813
C13 2.274728 0.076255 -4.254876
C14 3.583338 0.354410 -4.644676
C15 3.837146 1.004708 -5.840794
C16 2.786648 1.392153 -6.663425
C17 1.482535 1.101927 -6.289217
C18 1.228312 0.443122 -5.093795
H4 4.588614 -1.925557 -2.339045
H5 5.427155 -4.231470 -2.683486
H6 3.868981 -6.018871 -3.397254
H7 1.478710 -5.494178 -3.747790
H8 0.651812 -3.186281 -3.398810
H9 4.401353 0.083115 -3.988829
H10 4.858401 1.226313 -6.129493
H11 2.981272 1.928480 -7.584972
H12 0.656011 1.396611 -6.925304
H13 0.213268 0.217221 -4.787845
C19 -2.228155 6.306568 0.461901
C20 -1.201775 5.181275 0.378426
Sb1 -1.824942 3.173674 1.037133
C21 -1.685956 3.531231 3.198416
C22 -1.620554 4.969724 3.703291
C23 -3.998029 3.498462 0.901962
C24 -4.691373 4.279509 2.013442
H14 -1.844123 7.229173 0.011044
H15 -2.496789 6.534200 1.494639
H16 -3.141242 6.036952 -0.072188
H17 -0.298958 5.434183 0.941835
H18 -0.894681 5.015797 -0.653658
H19 -0.785608 2.989158 3.486186
H20 -2.525605 3.001428 3.654483
H21 -0.848540 5.538201 3.179835
H22 -1.382734 5.001213 4.773050
H23 -2.570757 5.487727 3.566085
H24 -4.411450 2.489695 0.853851
H25 -4.183122 3.958055 -0.072614
H26 -4.528767 3.803581 2.981994
H27 -5.774108 4.320550 1.850540
H28 -4.326352 5.305818 2.078045
O1 0.472760 1.434482 2.072741
S2 1.964683 1.416628 2.181790
C25 2.423722 -0.116992 3.045160
C26 2.874950 0.211185 4.463290
C27 2.137609 1.489632 4.849466
C28 2.349254 2.424497 3.671147
H29 3.175761 -0.623059 2.440327
H30 1.512909 -0.722072 3.062094
H31 3.955916 0.380047 4.502749
H32 2.626783 -0.618400 5.127601
H33 2.499535 1.915926 5.788438
H34 1.070802 1.274799 4.952992
H35 3.395119 2.730142 3.576233
H36 1.703471 3.301908 3.657508
N2 0.056097 2.767624 -1.790518
H37 0.858573 2.382273 -1.296632
H38 0.417835 3.085504 -2.685462
H39 -0.530685 1.962761 -2.007024
Cl1 -3.725839 0.004668 -2.576477
C29 -3.402320 -1.494383 -1.729246
C30 -3.364055 -2.658931 -2.461791
C31 -3.086597 -3.874788 -1.842294
C32 -2.829796 -3.871846 -0.465744
C33 -2.893098 -2.715919 0.270541
C34 -3.229396 -1.441755 -0.306899
C35 -3.377760 -0.293067 0.451440
H40 -3.539211 -2.616345 -3.530513
H41 -3.057146 -4.791884 -2.418424
H42 -2.568810 -4.803261 0.026927
H43 -2.688911 -2.739552 1.337847
H44 -3.410640 -0.366467 1.535185
H45 -3.741758 0.620703 0.005694

Cartesian forces (eV/Å) of the 3 atoms listed first:
K -0.75 -1.28 -0.60
F 0.00 0.04 0.10
C -0.04 -0.19 0.21

Summary:
Charge: -2
Frontier orbital gap in Ha: 0.1514
Molecular weight in u: 1016.091
Largest force on an atom in eV/Å: 1.60
Energy above the lowest of the compared OMol25 structures with the same formula, charge and spin in kcal per mole: 30.0
Lowest unoccupied orbital energy in eV: 3.76

Atom charges from the Löwdin analysis, given in e for atoms 1 to 5:
1 K 0.3971
2 F 0.0714
3 C -0.5957
4 F 0.1015
5 F 0.0901

=====

Entry 3:
The following is a quantum chemistry calculation of a cluster of 4 separate species, C35H45F7N3O15S2 in total in a non-equilibrium geometry, from the OMol25 dataset.

CARTESIAN COORDINATES (ANGSTROEM)
C1 -4.566220 1.353537 1.100183
C2 -3.509045 0.223347 0.860945
C3 -2.367343 0.431664 1.890670
C4 -1.354417 -0.784183 2.004750
C5 -1.351587 -1.559760 0.688415
C6 -1.951868 -2.805043 0.558609
C7 -2.608067 -3.419369 1.795805
C8 -1.586254 -4.133249 2.753756
C9 -0.099682 -3.985919 2.340692
C10 0.779944 -4.781301 3.355883
S1 1.494439 -3.701897 4.638278
C11 2.469040 -2.453521 3.871979
N1 3.685898 -2.503779 3.418546
N2 3.978636 -1.284691 2.921404
C12 2.962546 -0.502734 3.086227
O1 1.974840 -1.189702 3.695370
C13 -1.933404 -3.438341 -0.712526
C14 -1.337570 -2.924019 -1.848728
C15 -0.691040 -1.678218 -1.749557
C16 -0.015945 -1.072647 -2.881600
S2 0.099042 -1.832358 -4.506043
O2 -0.176448 -3.235831 -4.530965
O3 1.426487 -1.606311 -4.992715
C17 -1.205036 -1.001134 -5.547485
F1 -1.614881 0.112635 -4.881480
F2 -2.235215 -1.845168 -5.611147
C18 -0.767608 -0.593653 -6.981124
F3 -0.713383 -1.727364 -7.709216
F4 0.411972 0.039335 -7.039387
C19 -1.806473 0.356809 -7.705038
F5 -1.632649 0.305630 -9.018579
F6 -1.548063 1.622608 -7.308459
F7 -3.070784 0.037588 -7.444222
C20 0.545212 0.169513 -2.686713
C21 1.257371 1.003461 -3.745238
C22 2.796290 0.949716 -3.629103
O4 3.407844 -0.061534 -3.459202
O5 3.465467 2.166801 -3.787348
C23 3.078859 3.069325 -2.771104
C24 3.871380 2.899655 -1.459924
O6 2.227236 3.899531 -2.917224
N3 0.465436 0.771406 -1.462667
C25 -0.119736 0.233540 -0.396638
C26 -0.722759 -1.017818 -0.482091
H1 -4.078944 2.320152 1.292126
H2 -5.195417 1.039865 1.945236
H3 -5.189399 1.416589 0.197042
H4 -3.974573 -0.759882 1.031087
H5 -3.159766 0.340109 -0.175716
H6 -1.858524 1.385343 1.667106
H7 -2.825627 0.551476 2.887074
H8 -0.350599 -0.342305 2.128040
H9 -1.586634 -1.401309 2.875115
H10 -3.147757 -2.633354 2.341404
H11 -3.368429 -4.125738 1.424946
H12 -1.841145 -5.205709 2.774438
H13 -1.734772 -3.772498 3.786687
H14 0.006299 -4.443846 1.341203
H15 0.221418 -2.938773 2.258312
H16 0.125786 -5.482850 3.895137
H17 1.544176 -5.337834 2.795565
H18 2.913954 0.532315 2.767108
H19 -2.443141 -4.404900 -0.785060
H20 -1.426697 -3.528771 -2.747536
H21 0.981230 0.646659 -4.742130
H22 0.846870 2.027168 -3.669281
H23 3.846733 1.837547 -1.166520
H24 3.392198 3.518320 -0.694626
H25 4.904065 3.196598 -1.688205
H26 0.865418 1.701094 -1.356074
H27 -0.132289 0.808513 0.526832
C27 -1.161288 -1.224381 6.545387
O7 -2.058341 -1.191736 7.649955
C28 -2.963824 -2.173443 7.636183
O8 -3.059950 -3.029271 6.792658
O9 -3.736198 -2.040056 8.709014
C29 -4.760342 -3.031093 8.826667
H28 -0.474937 -0.387804 6.654037
H29 -0.585086 -2.148729 6.543931
H30 -1.704303 -1.109412 5.605776
H31 -4.324880 -4.025540 8.911660
H32 -5.441375 -2.982749 7.978132
H33 -5.316129 -2.813390 9.734654
C30 5.825726 0.385951 0.762369
O10 6.465483 1.653216 0.933674
C31 7.371279 1.681080 1.918548
O11 7.665050 0.760067 2.629621
O12 7.886592 2.909566 1.969188
C32 8.877974 3.087764 2.984208
H34 5.119114 0.486810 -0.060675
H35 6.552726 -0.381335 0.500947
H36 5.277661 0.102018 1.658801
H37 9.726778 2.427769 2.812413
H38 8.452783 2.914272 3.971706
H39 9.217961 4.118434 2.925110
C33 -2.642844 3.077850 -5.065662
O13 -2.243223 4.197759 -4.273273
C34 -2.631454 5.381210 -4.766095
O14 -3.258902 5.548141 -5.775361
O15 -2.199376 6.333284 -3.941080
C35 -2.544499 7.661394 -4.346625
H40 -2.275175 2.186007 -4.571746
H41 -3.729563 3.019483 -5.128581
H42 -2.207646 3.136414 -6.053605
H43 -3.625926 7.783041 -4.383530
H44 -2.100255 7.895702 -5.312669
H45 -2.140512 8.341165 -3.601037

Cartesian forces (eV/Å) of the 3 atoms listed first:
C 0.16 -1.14 -0.41
C -0.18 1.31 0.88
C -0.25 -0.77 0.13

Summary:
Charge: +1
Frontier orbital gap in Ha: 0.2527
Molecular weight in u: 944.871
Largest force on an atom in eV/Å: 3.69
Lowest unoccupied orbital energy in eV: -4.98

Atom charges from the Löwdin analysis, given in e for atoms 1 to 5:
1 C -0.0950
2 C -0.2433
3 C -0.1768
4 C -0.1129
5 C -0.1339